Entry 1:
Entry from the OMol25 dataset: a structure of composition C27H40BrIN4O3RhS2Si (ωB97M-V with the def2-TZVPD basis set).

```
80
C27H40BrIN4O3RhS2Si | the OMol25 dataset | ωB97M-V with the def2-TZVPD basis set
Rh 0.0832 -0.6676 -0.5975
O 4.3209 -4.2280 0.4736
C 4.8709 -3.1000 0.0115
C 6.2620 -3.0029 0.0521
C 6.9015 -1.8641 -0.3912
C 6.1693 -0.7936 -0.9097
C 4.7959 -0.8916 -0.9706
C 4.1180 -2.0269 -0.4963
C 2.6384 -2.0314 -0.5475
O 2.0419 -1.0318 -1.1489
N 2.0022 -3.0245 -0.0143
N 0.6136 -2.8683 -0.1201
C -0.0054 -4.0039 -0.1409
S 0.9179 -5.4878 0.0100
C -0.4575 -6.5766 -0.4356
C -1.7326 -5.9672 0.0972
S -1.7223 -4.2116 -0.3497
H 3.3478 -4.1064 0.4429
H 6.8175 -3.8432 0.4564
H 7.9841 -1.8037 -0.3357
H 6.6718 0.1035 -1.2586
H 4.2012 -0.0893 -1.3904
H -0.2637 -7.5565 0.0019
H -0.4824 -6.6622 -1.5194
H -1.8015 -6.0520 1.1779
H -2.6172 -6.4091 -0.3610
C -4.5948 -2.0483 0.2662
N -3.6065 -1.8919 1.3294
C -2.3543 -1.4993 1.0773
N -1.4946 -1.4635 2.1311
O -2.0485 -1.1282 -0.0941
H -5.5302 -2.3767 0.7131
H -4.2717 -2.7797 -0.4757
H -4.7547 -1.1004 -0.2455
H -3.8176 -2.2687 2.2336
H -1.6849 -1.9473 2.9906
H -0.5448 -1.2688 1.9146
Br -3.4648 4.7049 -2.1125
C -4.9518 3.9953 -1.1777
C -5.9016 4.8913 -0.7051
C -6.9852 4.4304 0.0277
C -7.1238 3.0742 0.2891
C -6.1881 2.1744 -0.1998
C -5.0993 2.6276 -0.9383
I -3.7373 1.2114 -1.6447
H -5.7892 5.9469 -0.9204
H -7.7198 5.1382 0.3986
H -7.9603 2.7104 0.8773
H -6.3032 1.1111 -0.0165
C -0.8400 2.6960 0.7060
Si 0.4766 1.4199 0.3888
C 1.8712 1.6493 1.6395
C 3.0764 0.7438 1.3352
C 2.3289 3.1130 1.7114
C 1.2594 1.2222 2.9894
C 1.0377 2.2433 -1.7764
C 0.8325 3.7256 -1.6590
C 2.4651 1.8041 -1.9315
C 0.0111 1.5514 -2.6379
H -0.4160 3.6983 0.7208
H -1.3099 2.5025 1.6837
H -1.6341 2.6555 -0.0510
H 3.6070 1.0512 0.4323
H 2.7873 -0.3065 1.2125
H 3.7914 0.8004 2.1681
H 2.7016 3.4749 0.7496
H 3.1585 3.1837 2.4268
H 1.5336 3.7838 2.0547
H 0.9891 0.1567 2.9872
H 0.3656 1.8034 3.2486
H 1.9983 1.3777 3.7850
H 1.4153 4.1716 -0.8546
H -0.2162 3.9984 -1.5468
H 1.1916 4.1809 -2.5959
H 3.1221 2.2950 -1.2122
H 2.8070 2.1060 -2.9355
H 2.5808 0.7244 -1.8592
H -0.9846 1.9768 -2.5074
H -0.0441 0.5036 -2.4287
H 0.2883 1.6468 -3.6981
```

Computed properties:
Frontier orbital gap (alpha / beta) ... 0.20140 / 0.20219 Eh
Charge ... +1
E_HOMO (alpha / beta) ... -10.35 / -10.35 eV
E_LUMO (alpha / beta) ... -4.868 / -4.848 eV

Atom charges from the Löwdin analysis, given in e for atoms 1 to 4: Rh 0.8285; O 0.0671; C -0.2648; C -0.0038



Entry 2:
Entry from the OMol25 dataset: a cluster of 5 separate species, H10O5 in total (ωB97M-V with the def2-TZVPD basis set).

```
15
H10O5 | the OMol25 dataset | ωB97M-V with the def2-TZVPD basis set
O -15.0815 23.8953 13.9052
H -15.5760 23.6869 13.1125
H -15.6892 24.4062 14.4398
O -12.7308 22.1694 21.4820
H -13.3136 22.7631 21.9554
H -12.3517 21.6125 22.1620
O -16.8673 19.4619 12.5994
H -17.0819 19.1505 11.7200
H -17.5187 20.1397 12.7795
O -14.2912 20.2258 17.7226
H -13.8895 20.6979 18.4519
H -14.6073 20.9135 17.1365
O -9.9046 23.3386 18.4758
H -9.1289 23.1352 18.9984
H -10.6262 23.3317 19.1048
```

Computed properties:
Frontier orbital gap ... 0.43020 Eh
SMILES string ... O.O.O.O.O
E_HOMO ... -11.14 eV
E_LUMO ... 0.566 eV

Atom charges from the natural (NBO) analysis, given in e for atoms 1 to 4: O -0.9320; H 0.4669; H 0.4651; O -0.9420



Entry 3:
Entry from the OMol25 dataset: a cluster of 2 separate species, C9H20NO2 in total (ωB97M-V with the def2-TZVPD basis set).

```
32
C9H20NO2 | the OMol25 dataset | ωB97M-V with the def2-TZVPD basis set
C 0.6127 2.3428 0.0927
C -2.4362 -0.5664 0.0788
C 1.5309 0.2477 -0.1816
C -0.7046 2.9004 0.5584
C -3.8679 -0.7044 0.5579
C -2.3661 -0.3517 -1.3932
C 2.9283 0.6238 -0.5895
C 1.7807 -2.0673 -0.7948
C 1.7530 -1.2540 1.6163
N 1.2464 -1.1159 0.2210
O 0.5495 1.0715 0.0339
O -1.4469 -0.8758 0.7106
H 1.6396 2.6901 0.0589
H -0.9605 3.5931 -0.2056
H -0.7159 3.3612 1.6369
H -1.5266 2.1745 0.6962
H -4.0598 -1.6788 0.4105
H -4.5138 0.0025 -0.0060
H -4.1383 -0.5699 1.6588
H -1.5072 0.0714 -1.8066
H -3.2289 0.2443 -1.7368
H -2.2751 -1.2745 -1.8611
H 3.5419 0.8143 0.3905
H 2.9078 1.5137 -1.0804
H 3.4981 -0.0334 -1.2057
H 1.7058 -1.6216 -1.7562
H 2.7412 -2.4252 -0.6383
H 1.2541 -2.9883 -0.9924
H 0.9093 -1.5054 2.2652
H 2.4538 -2.0004 1.5634
H 2.2231 -0.3124 1.9992
H 0.0940 -1.0148 0.4070
```

Computed properties:
Frontier orbital gap ... 0.27923 Eh
Charge ... +1
E_HOMO ... -10.33 eV
E_LUMO ... -2.732 eV

Atom charges from the natural (NBO) analysis, given in e for atoms 1 to 4: C 0.0849; C 0.6665; C 0.3021; C -0.6783



Entry 4:
Entry from the OMol25 dataset: a structure of composition C32H45N3O5SiSn (ωB97M-V with the def2-TZVPD basis set).

```
87
C32H45N3O5SiSn | the OMol25 dataset | ωB97M-V with the def2-TZVPD basis set
C -4.0641 -0.9673 -3.7488
C -3.9112 -1.9900 -4.9767
C -5.3791 -2.2602 -5.5820
C -3.1591 -3.3851 -4.5693
C -1.8826 -2.9215 -3.6770
C -1.8954 -3.0272 -2.1031
C -3.2004 -3.6575 -1.4424
C -3.1436 -5.2830 -1.6304
C -1.8781 -5.8280 -0.8060
N -0.5673 -5.8837 -1.4927
O -2.0119 -6.1565 0.4068
C -0.6429 -2.5151 -1.3487
C -0.5929 -2.5512 0.2716
C -1.7959 -1.6284 0.8210
C -1.3390 -0.4383 1.7928
C -0.4978 0.6412 0.9391
C -0.9790 2.1140 1.3722
C -0.4862 2.5564 2.8427
C 1.1344 2.3890 3.0669
C 1.8043 3.8237 3.4122
Si 2.4816 4.0291 5.1997
C 1.7354 5.6898 5.8757
C 1.9135 2.6652 6.4361
C 4.3962 4.0645 5.1285
C 5.2152 3.8081 6.4538
C 6.7725 3.8358 6.4753
C 7.6067 4.1076 5.1667
C 6.8054 4.3604 3.8582
C 5.2374 4.3170 3.8447
C 0.6217 -1.9473 -2.0963
C 0.5503 -1.8791 -3.6348
C -0.6696 -2.3752 -4.4661
C -0.3917 -2.2053 -6.0235
O -1.0423 -2.6395 -6.9956
N 0.8711 -1.4453 -6.0202
C 0.7006 -0.2030 -6.8136
O 0.0300 0.8679 -6.0722
N 1.0068 1.7546 -5.6712
O 0.8821 1.9877 -4.5058
C 1.5741 -1.3494 -4.7313
O 2.7453 -0.9228 -4.6555
H -4.5004 -1.4181 -2.7948
H -4.8124 -0.1540 -4.0885
H -3.0777 -0.4474 -3.4890
H -3.1942 -1.4852 -5.7304
H -5.3606 -3.0824 -6.3782
H -6.1137 -2.4963 -4.7194
H -5.7573 -1.2598 -6.0239
H -3.8434 -4.1085 -4.0161
H -2.6869 -3.8400 -5.5224
H -3.3035 -3.4882 -0.3199
H -4.1838 -3.3413 -1.9524
H -4.1473 -5.6780 -1.2254
H -3.0544 -5.5928 -2.7268
H -0.2929 -6.8736 -1.6142
H 0.1381 -5.3741 -0.9419
H -0.6133 -3.6285 0.6600
H 0.3854 -2.0806 0.6774
H -2.5319 -2.3429 1.3588
H -2.3418 -1.1780 -0.0756
H -0.8298 -0.7807 2.7667
H -2.3136 0.0973 2.1257
H -0.7303 0.5406 -0.1869
H 0.6089 0.4303 1.1232
H -0.6362 2.9110 0.6204
H -2.1359 2.1473 1.3770
H -0.8476 3.6416 2.9896
H -1.0443 1.9295 3.6726
H 1.6685 1.9865 2.1327
H 1.2788 1.5735 3.8933
H 1.0404 4.6639 3.1987
H 2.6613 3.9903 2.6643
H 2.1567 5.9701 6.9004
H 0.6009 5.5468 5.8732
H 1.9990 6.5019 5.0938
H 0.7566 2.7759 6.5782
H 2.1060 1.6035 6.0371
H 2.3676 2.7747 7.4913
H 4.6168 3.6027 7.4153
H 7.3211 3.6594 7.4680
H 8.7541 4.1250 5.1590
H 7.3410 4.5834 2.8810
H 4.7391 4.5178 2.8412
H 1.5506 -1.5569 -1.5711
H 1.6832 0.2155 -7.2414
H 0.0351 -0.4080 -7.7359
Sn -0.0110 1.2749 5.0546
```

Computed properties:
Frontier orbital gap ... 0.08583 Eh
Charge ... +2
E_HOMO ... -12.35 eV
E_LUMO ... -10.014 eV

Atom charges from the Löwdin analysis, given in e for atoms 1 to 4: C -0.1064; C -0.3716; C -0.0931; C -0.1052



Entry 5:
Entry from the OMol25 dataset: an isolated molecule of C4H8NO2 (ωB97M-V with the def2-TZVPD basis set).

```
15
C4H8NO2 | the OMol25 dataset | ωB97M-V with the def2-TZVPD basis set
O 1.7116 -1.7086 -1.2514
C 1.5243 -1.2831 -0.1530
C 0.8168 0.0853 0.1587
C -0.5481 -0.0833 0.8146
C -1.7008 0.8277 0.3124
O -2.7515 0.8484 1.0901
N 0.9971 0.9506 -1.0239
H 1.8715 -1.8484 0.7388
H 1.5841 0.4738 0.8492
H -0.3626 0.1159 1.8689
H -0.8834 -1.1040 0.5857
H -1.2694 1.8404 0.1656
H -1.7810 0.6173 -0.8079
H 1.2957 1.8660 -0.7125
H 0.1454 1.0724 -1.5481
```

Computed properties:
Frontier orbital gap (alpha / beta) ... 0.37202 / 0.27266 Eh
Multiplicity ... 2
E_HOMO (alpha / beta) ... -9.45 / -9.43 eV
E_LUMO (alpha / beta) ... 0.671 / -2.014 eV

Atom charges from the natural (NBO) analysis, given in e for atoms 1 to 4: O -0.4969; C 0.4395; C -0.1527; C -0.4542



Which molecular weight belongs to each record? In order, 870.6; 90.1; 174.3; 698.5; 102.1 g/mol.